(1)
# C17H29Cl2N8O2STc

A molecular structure, C17H29Cl2N8O2STc (ωB97M-V/def2-TZVPD, the OMol25 dataset).

- Expectation value of S²: 3.80
- Molecular weight: 578.4 g mol⁻¹
- HOMO-LUMO gap (alpha / beta): 9.450 / 6.139 eV
- LUMO energy (alpha / beta): -7.902 / -11.154 eV
- Energy relative to the best compared isomer or geometry (same formula, charge and spin): 0.0 kJ/mol

Geometry as ORCA input:
```
! wB97M-V def2-TZVPD RIJCOSX def2/J DEFGRID3
* xyz 3 4
Tc 0.045 0.485 0.238
N -1.777 -0.276 -0.688
C -1.979 0.405 -2.003
C -0.626 0.706 -2.626
N 0.217 1.494 -1.672
C 1.651 1.462 -2.083
C 2.526 1.857 -0.915
N 2.159 0.982 0.238
C -0.286 2.909 -1.564
C -0.302 3.411 -0.128
N -0.864 2.351 0.742
H -1.635 -1.271 -0.845
H -2.634 -0.219 -0.141
H -2.550 1.314 -1.818
H -2.575 -0.212 -2.675
H -0.744 1.246 -3.569
H -0.092 -0.220 -2.846
H 1.816 2.116 -2.942
H 1.881 0.444 -2.397
H 2.384 2.894 -0.621
H 3.578 1.736 -1.171
H 2.509 1.357 1.121
H 2.653 0.095 0.129
H -1.296 2.941 -1.968
H 0.322 3.557 -2.198
H -0.888 4.328 -0.058
H 0.694 3.638 0.246
H -1.878 2.331 0.654
H -0.656 2.552 1.724
N -0.103 -1.212 8.837
C 0.090 -0.826 7.589
C 1.335 -1.096 6.938
C 1.532 -0.666 5.657
C 0.511 0.037 5.002
C -0.717 0.306 5.613
C -0.943 -0.121 6.892
S 0.857 0.743 3.400
O 2.282 0.692 3.216
O 0.195 2.020 3.367
N 0.128 -0.160 2.260
C 0.597 -1.425 1.995
N 0.592 -1.593 0.662
C 0.906 -2.817 0.204
C 1.263 -3.820 1.081
C 1.294 -3.508 2.437
N 0.946 -2.305 2.905
H 0.615 -1.700 9.361
H -0.970 -1.023 9.327
H 2.112 -1.624 7.477
H 2.473 -0.835 5.151
H -1.471 0.876 5.086
H -1.879 0.084 7.396
H 0.887 -2.967 -0.867
H 1.523 -4.805 0.726
H 1.600 -4.243 3.171
Cl 2.316 -2.003 -2.675
C 2.531 -1.856 -4.456
Cl 2.045 -0.259 -5.014
H 1.904 -2.611 -4.912
H 3.583 -2.016 -4.656
*
```

(2)
# C5H9N2

2 unconnected molecules or ions with the total composition C5H9N2 (ωB97M-V/def2-TZVPD, the OMol25 dataset).

- Molecular weight: 97.1 g mol⁻¹
- HOMO-LUMO gap: 11.507 eV
- LUMO energy: -3.885 eV
- Energy relative to the best compared isomer or geometry (same formula, charge and spin): 369.5 kJ/mol

Geometry as ORCA input:
```
! wB97M-V def2-TZVPD RIJCOSX def2/J DEFGRID3
* xyz 1 1
C 0.566 -0.235 -0.295
C -3.483 0.162 -0.075
C -4.830 -0.280 0.201
C 3.647 0.866 0.053
C 3.030 -0.515 0.060
N -2.386 0.400 -0.324
N 1.667 -0.450 -0.022
H -0.503 -0.233 -0.558
H -4.789 -0.805 1.171
H -5.246 -0.849 -0.624
H -5.483 0.465 0.427
H 4.031 1.120 1.101
H 4.547 0.759 -0.678
H 2.872 1.675 -0.328
H 3.253 -1.157 0.862
H 3.108 -0.923 -0.969
*
```

(3)
# CH6O2

A molecular structure, CH6O2 (ωB97M-V/def2-TZVPD, the OMol25 dataset).

- Molecular weight: 50.1 g mol⁻¹
- HOMO-LUMO gap: 9.275 eV
- LUMO energy: -0.574 eV
- Energy relative to the best compared isomer or geometry (same formula, charge and spin): 394.3 kJ/mol

Geometry as ORCA input:
```
! wB97M-V def2-TZVPD RIJCOSX def2/J DEFGRID3
* xyz 0 1
C -1.028 1.328 0.280
H 0.549 -0.091 0.488
H -1.143 2.542 0.398
H -1.208 1.292 -0.721
H -1.908 0.898 0.968
H 1.837 -2.208 -1.447
H 1.211 -3.002 -0.171
O 0.239 0.908 0.628
O 1.450 -1.667 -0.424
*
```

(4)
# H6N4S

A molecular structure, H6N4S (ωB97M-V/def2-TZVPD, the OMol25 dataset).

- Molecular weight: 94.1 g mol⁻¹
- HOMO-LUMO gap: 8.909 eV
- LUMO energy: 1.009 eV
- Energy relative to the best compared isomer or geometry (same formula, charge and spin): 122.8 kJ/mol

Geometry as ORCA input:
```
! wB97M-V def2-TZVPD RIJCOSX def2/J DEFGRID3
* xyz 0 1
N -0.964 0.095 1.774
N -0.057 0.115 -1.751
N -0.783 -0.609 0.636
N 0.459 0.284 -0.481
S 1.863 -0.823 -0.211
H -0.204 0.431 2.296
H -1.584 0.927 1.769
H 0.214 0.922 -2.404
H 0.101 -0.719 -2.255
H -1.514 -0.585 -0.053
H 2.468 -0.037 0.680
*
```

(5)
# C5H13NO2

2 unconnected molecules or ions with the total composition C5H13NO2 (ωB97M-V/def2-TZVPD, the OMol25 dataset).

- Molecular weight: 119.2 g mol⁻¹
- HOMO-LUMO gap: 9.106 eV
- LUMO energy: 0.416 eV
- Energy relative to the best compared isomer or geometry (same formula, charge and spin): 209.4 kJ/mol

Geometry as ORCA input:
```
! wB97M-V def2-TZVPD RIJCOSX def2/J DEFGRID3
* xyz 0 1
C -1.774 0.152 -1.762
C -0.548 0.658 -1.003
C -0.514 0.144 0.440
C 0.959 0.824 1.119
N -1.651 0.590 1.173
O -0.490 -1.232 0.525
H -1.763 -0.935 -1.818
H -2.685 0.455 -1.250
H -1.781 0.552 -2.776
H -0.545 1.748 -0.979
H 0.364 0.322 -1.500
H 1.185 0.435 2.113
H 1.799 0.863 0.426
H 0.662 1.866 1.236
H -1.830 -0.006 1.967
H -1.580 1.557 1.456
H 0.135 -1.574 -0.158
C 2.515 -1.592 0.209
O 1.848 -1.765 -0.790
H 3.526 -1.160 0.167
H 2.166 -1.901 1.205
*
```

(6)
# C3H9N3O

C3H9N3O in the gas phase (ωB97M-V/def2-TZVPD, the OMol25 dataset).

- Molecular weight: 103.1 g mol⁻¹
- HOMO-LUMO gap: 10.530 eV
- LUMO energy: 0.848 eV
- Energy relative to the best compared isomer or geometry (same formula, charge and spin): 96.6 kJ/mol

Geometry as ORCA input:
```
! wB97M-V def2-TZVPD RIJCOSX def2/J DEFGRID3
* xyz 0 1
C 0.270 -1.461 -0.474
N -0.010 -0.023 -0.532
C -0.855 0.243 -1.694
N -0.668 0.418 0.629
C 0.134 0.805 1.705
N 1.406 1.158 1.377
O -0.296 0.856 2.846
H 0.863 -1.703 -1.345
H -0.642 -2.076 -0.538
H 0.891 -1.660 0.412
H -1.049 1.309 -1.807
H -1.849 -0.276 -1.553
H -0.412 -0.193 -2.633
H -1.452 -0.114 0.981
H 1.742 1.176 0.439
H 1.928 1.541 2.185
*
```

It is found that the max |F| values, taken in the order of the records, are 0.6; 5.9; 10.0; 3.9; 3.4; 1.9 eV/A.